# 1
Formula: C24H28B2Cl3O3S
Source: the Open Molecules 2025 dataset
Level of theory: wB97M-V/def2-TZVPD

Each line ends with the natural charge from an NBO analysis.
Cartesian coordinates (Å):
Cl: 3.35 -4.24 0.63  -0.326
B: 1.49 -4.11 1.00  0.521
Cl: 0.57 -5.27 -0.19  -0.327
Cl: 1.15 -4.65 2.78  -0.332
O: 1.09 -2.77 0.88  -0.758
C: 0.09 -2.23 0.02  -0.309
C: 0.54 -2.24 -1.43  -0.023
C: -0.37 -2.56 -2.44  -0.150
C: 0.09 -3.07 -3.66  -0.246
C: 1.45 -3.27 -3.85  -0.237
C: 2.37 -2.78 -2.92  -0.207
C: 1.90 -2.21 -1.73  -0.191
H: -0.81 -2.89 0.12  0.214
H: -1.45 -2.45 -2.26  0.197
H: -0.64 -3.36 -4.41  0.199
H: 1.80 -3.81 -4.73  0.199
H: 3.44 -2.88 -3.06  0.208
H: 2.59 -1.82 -0.98  0.237
C: 0.00 5.90 1.10  -0.638
C: -0.35 4.60 0.49  -0.200
C: -1.61 4.09 0.20  -0.265
C: -1.58 2.86 -0.52  -0.251
C: -0.28 2.43 -0.81  -0.172
B: -0.34 -0.94 0.71  1.244
C: 0.15 1.47 -1.79  -0.098
C: -0.81 0.91 -2.67  -0.140
C: -0.39 0.41 -3.90  -0.218
C: 0.96 0.44 -4.24  -0.211
C: 1.92 0.76 -3.27  -0.195
C: 1.53 1.28 -2.04  -0.192
O: 0.61 -0.16 1.33  -0.733
C: -0.04 0.17 2.60  0.254
C: 0.75 -0.62 3.65  -0.646
C: 0.15 1.67 2.79  -0.631
C: -1.58 -0.31 2.35  0.240
C: -1.92 -1.68 2.97  -0.648
C: -2.64 0.74 2.61  -0.627
O: -1.64 -0.54 0.91  -0.752
S: 0.89 3.53 -0.08  0.420
H: -0.87 6.56 1.20  0.221
H: 0.41 5.73 2.10  0.220
H: 0.76 6.41 0.51  0.219
H: -2.52 4.62 0.48  0.215
H: -2.45 2.31 -0.85  0.226
H: -1.88 0.91 -2.43  0.205
H: -1.13 -0.02 -4.58  0.212
H: 1.27 0.20 -5.25  0.209
H: 2.98 0.61 -3.48  0.215
H: 2.27 1.55 -1.30  0.220
H: 0.28 -0.56 4.63  0.196
H: 0.87 -1.66 3.32  0.262
H: 1.76 -0.19 3.71  0.215
H: -0.25 2.02 3.75  0.199
H: 1.22 1.91 2.78  0.218
H: -0.29 2.25 1.97  0.221
H: -2.06 -1.61 4.05  0.207
H: -2.86 -2.03 2.52  0.218
H: -1.15 -2.43 2.75  0.248
H: -2.68 1.00 3.67  0.202
H: -2.46 1.64 2.00  0.226
H: -3.61 0.35 2.29  0.214

Properties
HOMO level (eV): -5.46
Gap between HOMO and LUMO (eV): 7.7
Lowest unoccupied orbital energy (eV): 2.21
Total charge: -1
Calculated total energy (a.u.): -2985.8404
ΔE to the lowest compared entry with this formula, charge and spin (kcal/mol): 0.0

# 2
Formula: C4H14N2O
Source: the Open Molecules 2025 dataset
Level of theory: wB97M-V/def2-TZVPD

Each line ends with the natural charge from an NBO analysis.
Cartesian coordinates (Å):
N: -0.63 -1.32 -0.17  -0.922
C: -2.21 1.69 -0.91  -0.388
C: -1.28 1.98 0.02  -0.407
N: 2.00 -0.33 0.52  -0.126
C: 3.36 -0.19 0.91  -0.496
C: 1.92 -0.36 -0.90  -0.524
H: 0.26 -1.12 0.24  0.365
H: -0.73 -2.19 -0.69  0.365
H: -2.82 2.46 -1.35  0.178
H: -2.55 0.66 -0.93  0.247
H: -0.57 1.21 0.30  0.175
H: -1.36 2.87 0.63  0.190
H: 4.01 -0.89 0.36  0.230
H: 3.80 0.77 0.55  0.246
H: 3.48 -0.38 1.97  0.226
H: 2.55 0.40 -1.38  0.197
H: 0.86 -0.14 -1.18  0.283
H: 2.07 -1.36 -1.34  0.265
H: -1.55 -1.16 0.36  0.430
H: -3.50 -1.15 1.32  0.437
O: -3.02 -0.92 0.51  -0.971

Properties
HOMO level (eV): -7.82
Gap between HOMO and LUMO (eV): 3.6
Lowest unoccupied orbital energy (eV): -4.25
Calculated total energy (a.u.): -345.2057
ΔE to the lowest compared entry with this formula, charge and spin (kcal/mol): 232.5

# 3
Formula: C5H9N
Source: the Open Molecules 2025 dataset
Level of theory: wB97M-V/def2-TZVPD

Each line ends with the natural charge from an NBO analysis.
Cartesian coordinates (Å):
C: 1.14 0.40 0.98  -0.663
C: -1.84 -0.53 0.50  -0.708
C: 0.86 0.21 -0.48  0.125
C: -1.46 0.40 -0.60  0.157
C: 1.78 -0.31 -1.31  -0.427
N: -0.33 0.79 -1.06  -0.417
H: -2.33 0.94 -1.12  0.170
H: 0.68 1.32 1.36  0.218
H: 0.77 -0.45 1.56  0.217
H: 2.22 0.48 1.17  0.227
H: 1.59 -0.39 -2.37  0.205
H: 2.76 -0.60 -0.95  0.195
H: -1.78 0.00 1.46  0.239
H: -2.87 -0.85 0.35  0.230
H: -1.20 -1.41 0.52  0.231

Properties
HOMO level (eV): -8.74
Gap between HOMO and LUMO (eV): 9.8
Lowest unoccupied orbital energy (eV): 1.02
Calculated total energy (a.u.): -250.6210
SMILES: C=C(C)/N=C\C
ΔE to the lowest compared entry with this formula, charge and spin (kcal/mol): 28.8

# 4
Formula: C21H27N4O10S3Sc
Source: the Open Molecules 2025 dataset
Level of theory: wB97M-V/def2-TZVPD

Each line ends with the natural charge from an NBO analysis.
Cartesian coordinates (Å):
Sc: -0.42 0.00 -0.05  1.653
N: -1.76 1.22 1.45  -0.670
N: -1.89 0.46 2.63  -0.519
C: -1.78 -0.94 2.45  0.887
O: -2.13 -1.67 3.35  -0.662
O: -1.28 -1.27 1.30  -0.795
H: -1.24 2.07 1.61  0.401
H: -2.65 1.43 1.01  0.382
H: -2.63 0.73 3.26  0.376
O: -1.72 1.34 -1.37  -1.021
S: -2.33 0.24 -2.17  2.437
O: -3.75 0.32 -2.33  -0.935
O: -1.83 -0.99 -1.51  -0.966
C: -1.61 0.29 -3.79  -0.388
C: -2.44 -0.12 -4.82  -0.172
C: -1.96 -0.19 -6.12  -0.211
C: -0.65 0.15 -6.39  -0.194
C: 0.18 0.57 -5.36  -0.225
C: -0.28 0.63 -4.05  -0.170
S: 0.92 1.28 -2.82  1.559
O: 0.48 2.48 0.32  -0.648
O: 2.20 1.20 -3.54  -1.009
O: 0.83 0.15 -1.77  -1.070
H: -3.47 -0.37 -4.60  0.246
H: -2.62 -0.50 -6.92  0.218
H: -0.26 0.10 -7.40  0.215
H: 1.22 0.84 -5.54  0.249
C: -0.10 -3.31 -0.42  -0.252
O: 0.56 -2.04 -0.54  -0.723
H: 0.58 -4.11 -0.72  0.166
H: -1.00 -3.33 -1.04  0.194
H: -0.39 -3.42 0.62  0.221
H: 0.77 -1.85 -1.47  0.515
N: 2.12 4.19 1.33  -0.803
C: 1.35 4.60 0.28  0.381
C: 1.40 5.88 -0.28  -0.290
C: 0.59 6.20 -1.34  -0.149
C: -0.28 5.24 -1.84  -0.268
C: -0.31 3.99 -1.27  0.035
N: 0.50 3.68 -0.24  0.028
H: 2.49 4.90 1.93  0.397
H: 1.83 3.32 1.75  0.427
H: 2.09 6.60 0.15  0.225
H: 0.63 7.19 -1.77  0.226
H: -0.95 5.45 -2.67  0.235
H: -0.95 3.19 -1.58  0.274
C: 5.45 0.35 -3.52  -0.639
C: 4.83 0.41 -2.16  0.050
C: 4.25 -0.73 -1.60  -0.196
C: 3.55 -0.67 -0.41  -0.200
C: 3.45 0.56 0.24  -0.235
C: 4.03 1.70 -0.29  -0.212
C: 4.73 1.61 -1.48  -0.200
S: 2.45 0.73 1.68  1.292
C: 3.24 -0.46 2.76  -0.806
O: 1.12 0.06 1.40  -0.968
H: 5.86 -0.64 -3.74  0.214
H: 6.24 1.09 -3.63  0.214
H: 4.68 0.57 -4.26  0.253
H: 4.31 -1.67 -2.13  0.214
H: 3.04 -1.54 -0.02  0.236
H: 3.91 2.65 0.21  0.228
H: 5.16 2.51 -1.92  0.214
H: 3.23 -1.44 2.28  0.245
H: 2.65 -0.49 3.68  0.250
H: 4.25 -0.13 2.96  0.238

Properties
HOMO level (eV): -8.24
Gap between HOMO and LUMO (eV): 8.3
Lowest unoccupied orbital energy (eV): 0.08
Calculated total energy (a.u.): -3743.3298
ΔE to the lowest compared entry with this formula, charge and spin (kcal/mol): 58.7

# 5
Formula: C4H7NO2S
Source: the Open Molecules 2025 dataset
Level of theory: wB97M-V/def2-TZVPD

Each line ends with the natural charge from an NBO analysis.
Cartesian coordinates (Å):
C: -0.42 -2.41 -0.29  -0.679
C: -0.04 -1.14 0.43  0.126
C: -0.08 0.22 -0.40  -0.086
C: -0.33 1.58 0.33  -0.098
H: -1.06 -3.19 0.40  0.254
H: 0.61 -2.85 -0.63  0.249
H: -1.07 -2.16 -1.27  0.246
H: 0.50 -0.09 3.40  0.491
H: 0.71 1.98 0.73  0.207
H: -0.94 1.38 1.35  0.188
H: -0.86 2.35 -1.53  0.475
N: 0.21 -1.29 1.78  -0.084
O: 0.53 -0.06 2.44  -0.597
O: -0.74 2.58 -0.32  -0.694
S: 0.47 0.13 -2.02  0.000

Properties
HOMO level (eV): -9.31
Gap between HOMO and LUMO (eV): 8.0
Lowest unoccupied orbital energy (eV): -1.28
Calculated total energy (a.u.): -759.8268
ΔE to the lowest compared entry with this formula, charge and spin (kcal/mol): 156.7

# 6
Formula: C3H5NOS
Source: the Open Molecules 2025 dataset
Level of theory: wB97M-V/def2-TZVPD

Each line ends with the Mulliken spin population.
Cartesian coordinates (Å):
C: -0.84 1.13 -0.49  0.151
C: -1.79 0.28 0.45  0.208
C: -1.00 -0.78 -0.19  0.612
N: -0.18 -0.06 -0.86  0.494
O: -0.79 2.27 -0.81  0.504
S: 3.73 -0.58 -0.31  0.002
H: -1.73 0.30 1.51  0.003
H: -2.84 0.22 0.18  0.010
H: -1.03 -1.86 -0.36  0.016
H: 2.33 -0.31 -0.07  -0.001
H: 4.14 -0.60 0.96  0.000

Properties
HOMO level (spin up / spin down) (eV): -6.50 / -9.55
Gap between HOMO and LUMO (spin up / spin down) (eV): 7.3 / 5.9
Lowest unoccupied orbital energy (spin up / spin down) (eV): 0.78 / -3.62
Calculated total energy (a.u.): -645.2860
ΔE to the lowest compared entry with this formula, charge and spin (kcal/mol): 35.8
Multiplicity: 3

# 7
Formula: C20H37Br4F3NO3
Source: the Open Molecules 2025 dataset
Level of theory: wB97M-V/def2-TZVPD

Each line ends with the natural charge from an NBO analysis.
Cartesian coordinates (Å):
C: -4.67 2.21 -0.97  -0.606
C: -4.57 1.32 -2.21  -0.400
C: -4.49 -0.19 -1.90  -0.401
C: -3.14 -0.87 -2.24  -0.386
C: -2.80 -2.03 -1.30  -0.395
C: -2.01 -1.69 -0.02  -0.406
C: -1.92 -0.22 0.39  -0.411
C: -1.14 -0.09 1.70  -0.219
N: 0.31 -0.14 1.46  -0.651
C: 1.10 1.06 1.76  -0.017
C: 2.55 0.83 1.25  -0.071
O: 2.55 -0.08 0.10  -0.523
C: 3.71 -0.34 -0.47  1.172
F: 3.83 -1.66 -0.75  -0.337
F: 4.80 0.01 0.25  -0.333
F: 3.84 0.31 -1.67  -0.364
C: 1.22 1.36 3.29  0.760
O: 0.19 1.20 3.98  -0.778
O: 2.34 1.76 3.66  -0.778
C: 0.51 2.29 1.05  -0.201
C: 1.11 3.61 1.56  -0.621
C: 0.66 2.21 -0.49  -0.414
C: -0.45 2.94 -1.24  -0.611
H: -5.24 1.72 -0.18  0.199
H: -5.18 3.14 -1.21  0.200
H: -3.70 2.47 -0.56  0.215
H: -3.71 1.61 -2.81  0.199
H: -5.44 1.50 -2.83  0.189
H: -5.27 -0.71 -2.44  0.195
H: -4.68 -0.33 -0.83  0.195
H: -3.23 -1.27 -3.24  0.192
H: -2.34 -0.14 -2.27  0.200
H: -3.75 -2.50 -1.02  0.185
H: -2.27 -2.79 -1.86  0.198
H: -0.98 -2.02 -0.16  0.210
H: -2.39 -2.27 0.81  0.195
H: -2.90 0.26 0.44  0.185
H: -1.34 0.30 -0.38  0.201
H: -1.44 0.77 2.29  0.219
H: -1.38 -0.96 2.31  0.191
H: 0.67 -0.89 2.04  0.364
H: 3.13 0.40 2.05  0.225
H: 2.99 1.76 0.92  0.187
H: -0.55 2.36 1.28  0.207
H: 0.63 3.92 2.48  0.222
H: 2.17 3.51 1.80  0.223
H: 0.99 4.39 0.81  0.187
H: 0.73 1.17 -0.81  0.228
H: 1.61 2.68 -0.76  0.187
H: -0.95 3.66 -0.60  0.199
H: -1.21 2.25 -1.60  0.198
H: -0.06 3.48 -2.10  0.198
Br: 4.59 -2.24 -4.94  -0.022
C: 5.84 -1.34 -3.76  -0.456
C: 6.87 -0.56 -4.51  -0.437
Br: 8.21 -1.70 -5.35  -0.034
H: 6.28 -2.11 -3.13  0.230
H: 5.23 -0.68 -3.15  0.257
H: 7.42 0.09 -3.83  0.229
H: 6.44 0.03 -5.31  0.228
Br: -0.78 -4.38 2.22  -0.010
C: -0.71 -4.66 4.14  -0.446
C: -1.67 -3.76 4.88  -0.477
Br: -1.04 -1.93 4.94  0.048
H: 0.32 -4.50 4.44  0.230
H: -0.97 -5.71 4.30  0.216
H: -1.77 -4.08 5.91  0.219
H: -2.65 -3.75 4.40  0.223

Properties
HOMO level (eV): -4.52
Gap between HOMO and LUMO (eV): 6.7
Lowest unoccupied orbital energy (eV): 2.20
Total charge: -1
Calculated total energy (a.u.): -11660.4860